14
Properties=species:S:1:pos:R:3:forces:R:3 method="wB97M-V/def2-TZVPD" charge=0 smiles="O=C1CCC=CN1" mol_weight_g_mol=97.1 relative_energy_kj_mol=55.64 max_force_ev_per_a=1.9 gap_ha=0.3509
O -0.47802 -2.61777 0.10986 0.24 0.34 0.00
C -0.13295 -1.45681 0.01359 0.01 -0.07 0.08
C -0.47290 -0.53008 -1.12612 -0.24 0.06 0.23
C -0.79868 0.84910 -0.50746 -0.14 0.11 0.35
C 0.41857 1.40633 0.17103 0.49 -0.05 -0.10
C 1.03634 0.52151 0.96130 0.18 0.14 -0.25
N 0.63479 -0.83271 0.98173 0.05 -0.06 0.02
H -1.26935 -0.98186 -1.72338 -0.04 0.18 0.29
H 0.41737 -0.49037 -1.78692 -0.33 0.32 0.34
H -1.42987 1.46214 -1.15232 0.67 0.27 -0.12
H -1.30305 0.86980 0.47807 -1.27 -1.23 -0.75
H 0.59196 2.47260 0.21663 0.34 -0.11 -0.02
H 1.83305 0.77558 1.64805 -0.02 -0.04 -0.08
H 0.95274 -1.44746 1.71595 0.04 0.14 0.01

***

14
Properties=species:S:1:pos:R:3:forces:R:3 method="wB97M-V/def2-TZVPD" charge=0 mol_weight_g_mol=97.1 relative_energy_kj_mol=264.98 max_force_ev_per_a=5.2 gap_ha=0.3710
C 1.21083 -0.20188 0.66688 2.74 1.88 -1.73
C -0.41875 -0.50853 -0.75224 0.15 0.21 -1.21
C -0.38956 0.99566 -0.70239 0.86 2.26 0.02
C 0.00438 0.72606 0.78252 -1.04 -2.83 0.00
C -0.98874 -0.50014 0.61711 2.87 1.20 -0.03
H 1.77445 -1.23122 -1.30510 -3.58 1.59 3.35
H -0.89694 -1.07902 -1.47883 -0.74 -0.71 -1.57
H -1.36435 1.47830 -0.94992 0.76 -0.15 0.68
H 0.48131 1.53385 -1.10314 -0.61 -0.21 -1.03
H 0.06586 1.32298 1.64387 -0.29 1.14 0.80
H -1.91827 -0.17507 0.65825 -4.53 1.16 0.23
H -0.76640 -1.32066 1.17014 0.20 -2.57 1.85
N 0.94311 -0.87497 -0.52288 4.08 -2.53 -1.41
O 2.26305 -0.16535 1.27573 -0.88 -0.43 0.04

***

14
Properties=species:S:1:pos:R:3:forces:R:3 method="wB97M-V/def2-TZVPD" charge=0 mol_weight_g_mol=97.1 relative_energy_kj_mol=470.78 max_force_ev_per_a=0.5 gap_ha=0.3331
C 1.25635 1.38037 -0.66095 0.00 0.05 0.01
C 0.74186 -0.01877 -0.41343 0.02 0.03 -0.14
C 0.50678 -0.44101 1.07149 0.13 -0.32 0.15
C -0.42211 -1.46404 1.05988 0.09 -0.12 0.47
N -1.00585 -1.68801 -0.24035 -0.04 0.09 -0.07
C -0.66071 -0.28000 -0.22810 -0.05 0.29 -0.30
O -1.60849 0.66697 0.00211 0.04 -0.01 0.15
H 2.22624 1.51820 -0.17590 -0.12 -0.04 -0.05
H 0.57065 2.13600 -0.26508 0.13 -0.13 -0.02
H 1.37050 1.56472 -1.73469 -0.03 -0.04 0.16
H 1.23287 -0.80466 -0.98767 -0.06 0.05 0.02
H -1.29740 1.13055 0.80179 -0.29 0.08 -0.26
H -0.89743 -1.88268 1.94968 0.13 0.05 -0.15
H -2.01325 -1.81765 -0.17881 0.05 0.02 0.03

***

15
Properties=species:S:1:pos:R:3:forces:R:3 method="wB97M-V/def2-TZVPD" charge=0 mol_weight_g_mol=113.1 relative_energy_kj_mol=286.86 max_force_ev_per_a=3.3 gap_ha=0.3864
C -1.52345 -0.15860 0.05679 -2.15 -0.59 0.86
C 0.19180 0.82934 -0.27782 0.12 0.76 -0.42
C 1.66673 1.01631 0.12261 -0.88 0.23 -1.11
C 2.07740 -0.48419 -0.05462 2.32 -2.23 0.94
C -0.07722 -0.49296 0.35979 0.76 -0.75 -1.16
H -1.77424 1.85719 -0.48850 1.03 -0.90 1.24
H 0.14067 0.75546 -1.39629 0.35 -0.40 0.90
H 1.77682 1.40710 1.11488 0.20 -0.07 0.59
H 2.16884 1.66108 -0.58151 0.39 0.19 -0.08
H 2.59248 -0.92665 0.88286 -0.55 1.17 -1.11
H 2.79738 -0.81007 -0.89359 -1.24 1.13 0.97
H 0.11619 -0.57334 1.41850 -0.54 0.82 0.78
N -1.20275 1.22639 0.14523 -0.64 0.91 -1.25
O -2.58159 -0.71929 -0.08722 1.12 0.53 -0.18
O 0.90528 -1.30757 -0.20195 -0.29 -0.81 -0.97

***

15
Properties=species:S:1:pos:R:3:forces:R:3 method="wB97M-V/def2-TZVPD" charge=0 smiles="C=NC=C=O.C=CO" mol_weight_g_mol=113.1 relative_energy_kj_mol=426.94 max_force_ev_per_a=2.1 gap_ha=0.3303
C -1.21673 1.23065 -0.89798 0.18 1.94 -0.75
N -1.49815 1.02142 0.30653 -0.21 -0.17 0.35
C -1.83869 -0.09206 1.05693 0.75 -0.50 -0.17
C -2.58645 -1.12681 0.62516 -1.19 1.50 -0.54
O -3.55292 -1.62554 0.20643 0.82 -0.65 0.26
H -0.78923 2.29063 -0.97271 -0.75 -1.46 -0.88
H -1.24458 0.57410 -1.82875 -0.23 0.52 1.29
H -1.24472 -0.10766 1.95306 -0.35 -0.57 0.41
C 1.34583 -0.16120 -0.64375 0.20 0.52 -1.16
C 1.97314 -0.29439 0.50605 -1.08 -1.42 0.21
O 3.25213 -0.65407 0.72870 0.86 0.88 -1.09
H 0.25856 0.00264 -0.80784 1.85 -0.49 0.58
H 2.01468 -0.14458 -1.49765 -0.28 -0.04 -0.53
H 1.42325 -0.44664 1.38126 -0.82 0.28 1.50
H 3.70388 -0.46650 -0.11547 0.27 -0.35 0.51

***

15
Properties=species:S:1:pos:R:3:forces:R:3 method="wB97M-V/def2-TZVPD" charge=0 smiles="C[C@H]1ON=C[C@H]2O[C@@H]12" mol_weight_g_mol=113.1 relative_energy_kj_mol=583.09 max_force_ev_per_a=8.0 gap_ha=0.3867
C 0.66660 -0.73308 2.23530 -0.12 -4.61 -1.72
C 0.78674 -0.33537 0.75670 -3.20 -0.27 0.66
O -0.29309 -1.23604 0.16527 3.45 0.88 -1.44
N -0.15629 -1.18535 -1.29515 -1.74 2.16 0.14
C -0.29260 0.04452 -1.75481 0.38 -4.73 -2.75
C -0.16895 1.24948 -0.96303 -1.33 1.24 -7.84
O -1.02178 1.26088 0.04173 -3.61 0.21 3.58
C 0.30264 1.00685 0.33140 2.26 1.81 1.79
H 1.08720 -0.02735 2.92426 -0.14 0.20 0.51
H -0.45760 -1.18244 2.39948 2.93 1.62 0.03
H 1.39849 -1.75706 2.14146 -2.06 2.67 1.13
H 1.81408 -0.42874 0.42077 0.00 -0.64 -0.56
H -0.48015 -0.01584 -2.92844 0.84 0.59 2.56
H -0.28810 2.17681 -1.71934 1.32 -1.43 2.20
H 0.77248 1.93896 0.53858 1.02 0.31 1.73